# 1
Molecular formula: C20H20O7
Method: DFT, ωB97M-V with the def2-TZVPD basis set

Calculated values
SMILES string: COc1cc(OC)c2c(=O)c(OC)c(-c3ccc(OC)c(OC)c3)oc2c1
E_HOMO, eV: -7.746
Energy relative to the best compared isomer or geometry (same formula, charge and spin), eV: 2.766
Max |F|, eV/A: 1.02
Frontier orbital gap, eV: 8.047

ORCA input file:
```
! RIJCOSX wB97M-V def2-TZVPD def2/J DEFGRID3
* xyz 0 1
O 3.63 -2.29 0.67
O 5.54 -0.26 -0.13
O -0.69 -0.62 -0.44
O -0.03 2.90 -0.15
O -5.13 1.17 0.42
O -4.57 -3.34 -0.33
O -2.80 2.73 -0.80
C 1.41 0.40 -0.28
C 1.94 -0.81 0.16
C 4.19 -0.03 -0.18
C -2.83 0.45 -0.14
C -4.74 -1.04 0.00
C -0.73 1.74 -0.25
C -4.76 2.36 1.10
C -2.20 1.74 -0.41
C -0.05 0.56 -0.31
C -2.56 -1.98 -0.36
C -4.22 0.24 0.08
C 2.29 1.40 -0.67
C 3.31 -1.05 0.22
C 6.43 0.75 -0.53
C -2.03 -0.70 -0.30
C -3.81 -4.50 -0.56
C 4.97 -2.68 0.87
C -3.93 -2.15 -0.25
C -0.68 4.03 0.42
C 3.65 1.18 -0.62
H 5.53 -2.70 -0.06
H -1.88 -2.80 -0.50
H -1.14 3.78 1.38
H 1.92 2.34 -1.03
H 0.11 4.77 0.57
H -3.27 -4.45 -1.50
H -3.96 2.17 1.82
H 6.32 1.65 0.10
H 1.29 -1.61 0.47
H -3.10 -4.68 0.26
H -1.44 4.43 -0.25
H -4.52 -5.32 -0.60
H 7.43 0.34 -0.39
H 4.91 -3.70 1.28
H -4.43 3.13 0.40
H -5.65 2.69 1.62
H 4.31 1.97 -0.94
H 6.29 1.02 -1.58
H 5.48 -2.04 1.59
H -5.79 -1.18 0.15
*
```

=====

# 2
Molecular formula: C4H15BMgNOP
Method: DFT, ωB97M-V with the def2-TZVPD basis set

Calculated values
E_HOMO, eV: -14.722
Max |F|, eV/A: 2.02
Frontier orbital gap, eV: 4.033

ORCA input file:
```
! RIJCOSX wB97M-V def2-TZVPD def2/J DEFGRID3
* xyz 2 1
P -1.22 0.34 0.29
Mg 2.84 0.64 1.44
O -0.38 -2.33 1.17
N 1.49 -0.74 0.63
C -2.22 1.86 -0.25
C -2.70 1.81 -1.70
C 1.89 -0.34 -0.76
C 2.48 -1.63 1.27
B 0.06 -1.17 0.76
H -3.05 1.93 0.44
H 1.08 -0.44 -1.48
H -1.58 2.72 -0.08
H -2.16 -0.19 1.20
H -0.11 1.24 0.78
H -3.79 1.83 -1.75
H -2.38 0.92 -2.22
H 2.19 0.71 -0.82
H -2.33 2.66 -2.26
H 2.07 -2.30 2.01
H 2.71 -0.95 -1.12
H 0.08 -3.15 0.98
H -1.27 -0.25 -1.02
H 3.13 -2.16 0.58
H 3.18 -1.01 1.90
*
```

=====

# 3
Molecular formula: C9H11N2
Method: DFT, ωB97M-V with the def2-TZVPD basis set

Calculated values
E_HOMO, eV: -12.489
Energy relative to the best compared isomer or geometry (same formula, charge and spin), eV: 3.337
Max |F|, eV/A: 5.42
Frontier orbital gap, eV: 8.907

ORCA input file:
```
! RIJCOSX wB97M-V def2-TZVPD def2/J DEFGRID3
* xyz 1 1
N -1.88 1.06 -0.19
N -0.33 1.42 -2.08
C 2.12 0.05 2.11
C -0.66 0.54 -1.09
C 1.83 -1.27 2.33
C 0.46 -1.37 0.35
C -0.29 -1.81 -0.79
C -0.94 -0.88 -1.46
C 0.66 0.01 0.34
C 1.02 -1.97 1.45
C 1.55 0.73 1.03
H -1.42 -1.02 -2.39
H 0.34 2.00 -1.65
H -0.04 -2.76 -1.13
H 0.98 -3.01 1.64
H -2.79 1.25 -0.81
H -1.65 1.82 0.36
H 2.88 0.50 2.77
H -2.11 0.24 0.55
H 1.96 1.72 0.77
H 2.00 -1.67 3.29
H 0.13 0.93 -2.86
*
```